# 1
A structure of composition C43H41BN12O4PbSe. Source: the Open Molecules 2025 dataset; level of theory: ωB97M-V/def2-TZVPD.

## Properties
E_HOMO ... -8.2 eV
Energy relative to the best compared isomer or geometry (same formula, charge and spin) ... 193.3 kJ/mol
Net charge ... 0
F_max ... 0.0149 hartree/bohr
Kohn-Sham gap ... 6.2977 eV

Each line ends with the Löwdin charge.
Atoms and positions in Å:
Pb  -0.3039  0.2374  -1.2317  1.49
O  1.8728  -3.0021  -3.3202  0.04
C  1.3866  -1.9026  -3.0758  -0.62
O  0.2098  -1.6655  -2.6294  -0.21
C  2.2696  -0.6750  -3.2878  -0.19
C  3.4221  -0.7033  -4.0606  0.01
C  4.1488  0.4690  -4.2076  -0.04
C  3.7018  1.6277  -3.5855  0.01
C  2.5379  1.5626  -2.8352  -0.20
N  1.8617  0.4306  -2.6819  0.07
C  1.9474  2.7724  -2.1394  -0.66
O  2.6581  3.7625  -1.9706  0.02
O  0.7326  2.6318  -1.7554  -0.27
H  3.7122  -1.6343  -4.5263  0.12
H  5.0526  0.4786  -4.8034  0.11
H  4.2218  2.5715  -3.6672  0.12
C  -5.0836  -1.4090  1.8749  -0.02
C  -3.6649  -1.5642  1.4367  -0.26
C  -2.8353  -2.6193  1.7289  0.02
C  -1.6239  -2.3452  1.0726  -0.23
N  -1.7216  -1.1761  0.4310  0.02
N  -2.9743  -0.7013  0.6568  0.03
B  -3.5827  0.6130  0.1065  -0.50
N  -2.9787  1.8746  0.7993  0.04
N  -1.7086  2.2696  0.7466  0.11
C  -1.5995  3.3353  1.5570  -0.24
C  -2.8545  3.6206  2.1363  0.03
C  -3.7102  2.6849  1.6159  -0.25
C  -5.1761  2.5906  1.8830  -0.02
C  -0.4023  4.1327  1.7470  -0.15
C  0.6737  4.0858  0.7934  -0.35
C  1.8010  4.9529  0.9455  -0.05
C  1.8881  5.7812  2.0271  -0.05
C  0.8648  5.7624  2.9872  -0.01
C  -0.2615  4.9728  2.8481  -0.01
N  -3.5443  0.6768  -1.4438  0.04
N  -2.4299  0.6597  -2.2161  -0.02
C  -2.8079  0.6464  -3.4929  -0.23
C  -4.2056  0.6594  -3.5556  0.04
C  -4.6348  0.6803  -2.2421  -0.25
C  -6.0467  0.6829  -1.7594  -0.01
C  -1.8535  0.6140  -4.6042  -0.16
C  -2.1654  -0.0831  -5.7698  -0.02
C  -1.2631  -0.1280  -6.8188  -0.08
C  -0.0391  0.5182  -6.7143  -0.08
C  0.2665  1.2341  -5.5670  -0.07
C  -0.6377  1.2888  -4.5187  -0.04
C  -0.4849  -3.2733  1.0691  -0.16
C  0.3705  -3.3888  -0.0236  -0.02
C  1.3538  -4.3667  -0.0587  -0.07
C  1.4808  -5.2635  0.9920  -0.10
C  0.6332  -5.1571  2.0870  -0.10
C  -0.3266  -4.1616  2.1355  -0.04
H  -5.3724  -2.2894  2.4451  0.08
H  -5.7540  -1.3189  1.0201  0.08
H  -5.2189  -0.5306  2.5059  0.07
H  -3.0891  -3.4993  2.2936  0.11
H  -4.7249  0.6061  0.4126  0.09
H  -3.1025  4.4300  2.8006  0.11
H  -5.4626  3.4183  2.5287  0.08
H  -5.4371  1.6578  2.3820  0.07
H  -5.7574  2.6568  0.9635  0.08
H  0.3916  3.8671  -0.2510  0.10
H  2.5591  4.9088  0.1742  0.11
H  2.7348  6.4414  2.1524  0.11
H  0.9701  6.3757  3.8732  0.12
H  -1.0294  4.9944  3.6085  0.12
H  -4.8212  0.6705  -4.4381  0.11
H  -6.7180  0.7003  -2.6150  0.08
H  -6.2525  1.5518  -1.1350  0.07
H  -6.2550  -0.2124  -1.1734  0.08
H  -3.1089  -0.6091  -5.8396  0.11
H  -1.5116  -0.6775  -7.7173  0.10
H  0.6701  0.4705  -7.5303  0.10
H  1.2131  1.7548  -5.4856  0.11
H  -0.4137  1.8722  -3.6329  0.08
H  0.2129  -2.7585  -0.8855  0.07
H  1.9809  -4.4468  -0.9386  0.10
H  2.2155  -6.0589  0.9495  0.10
H  0.7068  -5.8665  2.9010  0.10
H  -0.9751  -4.0857  2.9988  0.11
Se  1.3959  2.0918  0.8863  1.14
C  1.9963  2.3639  2.6144  -0.57
N  2.4225  2.5600  3.6672  0.11
C  3.5715  -3.7252  4.8480  -0.08
C  4.5253  -2.7031  4.2382  -0.42
C  5.9773  -3.0610  4.5465  -0.08
C  4.3542  -2.6020  2.7132  -0.10
N  3.2770  -1.6932  2.3260  -0.07
C  3.1624  -0.9709  1.2063  -0.09
N  2.1179  -0.1839  1.3421  -0.13
N  1.5797  -0.4606  2.5457  0.00
N  2.2648  -1.3559  3.1378  0.10
H  3.6798  -3.7382  5.9330  0.08
H  3.8012  -4.7227  4.4680  0.08
H  2.5398  -3.4862  4.6044  0.06
H  4.3002  -1.7229  4.6646  0.13
H  6.2511  -3.9975  4.0555  0.09
H  6.1107  -3.1878  5.6201  0.08
H  6.6558  -2.2782  4.2052  0.08
H  4.1421  -3.5821  2.2844  0.13
H  5.2656  -2.2082  2.2619  0.13
H  3.8113  -1.0200  0.3493  0.15

---

# 2
The molecule C6H11N3O2S in a non-equilibrium geometry. Source: the Open Molecules 2025 dataset; level of theory: ωB97M-V/def2-TZVPD.

## Properties
E_HOMO ... -9.2 eV
Energy relative to the best compared isomer or geometry (same formula, charge and spin) ... 841.3 kJ/mol
Net charge ... 0
F_max ... 0.1204 hartree/bohr
Kohn-Sham gap ... 9.1995 eV

Each line ends with the natural charge from an NBO analysis.
Atoms and positions in Å:
C  -0.5537  -1.5397  -0.9852  -0.04
C  -1.8649  0.3621  -0.4478  -0.27
C  -3.2513  -0.1585  -0.0630  -0.30
C  2.6630  0.0192  -0.4019  -0.63
C  1.7811  -0.7671  0.5956  -0.39
C  0.3265  -0.0454  0.6806  -0.19
N  -0.6262  -0.4106  -0.3474  -0.44
N  -3.5544  -1.4669  -0.7413  -0.30
N  -3.3868  -1.4568  -1.9498  0.55
O  -3.0126  -2.6753  -2.3913  -0.55
O  -3.3870  -0.5252  -2.7210  -0.48
S  -1.0492  -2.7497  -1.8525  0.63
H  -2.1525  0.7476  -1.5197  0.27
H  -1.7258  1.3434  0.1978  0.22
H  -3.4507  -0.5437  0.9844  0.22
H  -4.0857  0.6144  -0.2507  0.23
H  2.4133  1.0797  -0.0675  0.20
H  3.7299  -0.2437  -0.3120  0.22
H  2.3911  -0.1574  -1.4606  0.22
H  2.1064  -0.7689  1.6366  0.22
H  1.5565  -1.9259  0.2582  0.22
H  -0.0163  -0.4384  1.7407  0.20
H  0.3877  0.9570  0.6782  0.19

---

# 3
A cluster of 2 separate species, C10H16O in total in a non-equilibrium geometry. Source: the Open Molecules 2025 dataset; level of theory: ωB97M-V/def2-TZVPD.

## Properties
E_HOMO (alpha / beta) ... 0.7 / -3.4 eV
⟨S²⟩ ... 0.762
Energy relative to the best compared isomer or geometry (same formula, charge and spin) ... 89.4 kJ/mol
Net charge ... -1
F_max ... 0.0404 hartree/bohr
Multiplicity ... 2
Kohn-Sham gap (alpha / beta) ... 3.2034 / 7.1915 eV

Each line ends with the Mulliken spin population.
Atoms and positions in Å:
C  -0.5034  0.9270  2.4168  -0.03
C  0.2552  0.3496  3.6111  0.02
C  -0.0675  0.3663  1.0974  -0.09
C  0.7667  1.2063  0.2935  0.34
C  -0.2091  -0.9331  0.6834  0.13
C  1.7595  0.6339  -0.5458  0.11
C  0.6369  -1.5138  -0.3274  0.36
C  1.5718  -0.6808  -0.9616  -0.03
O  2.3542  -1.2159  -1.9917  0.00
H  -1.6033  0.8869  2.5577  0.00
H  -0.3839  2.0152  2.4270  0.02
H  1.2264  0.8212  3.7350  0.01
H  0.7273  2.2731  0.5005  0.02
H  -0.8455  -1.5997  1.2729  0.01
H  2.4675  1.2878  -1.0425  0.06
H  0.2899  -2.4516  -0.7513  0.05
H  3.2139  -1.4600  -1.6430  0.01
H  0.4812  -0.7086  3.3864  -0.01
H  -0.3579  0.1491  4.4909  -0.02
C  -2.4643  1.0521  -2.2027  0.03
C  -3.0447  -0.3525  -2.0146  -0.01
H  -3.2474  1.8209  -2.1759  -0.02
H  -1.9380  1.3956  -1.3022  0.02
H  -1.8062  1.1215  -3.0594  0.01
H  -4.1329  -0.3429  -1.9578  0.00
H  -2.5813  -0.9543  -1.2389  0.01
H  -2.8600  -0.8910  -2.9523  0.00